Arrangement one

C9H13N3 | ωB97M-V/def2-TZVPD

Geometry as XYZ:
```
25
Properties=species:S:1:pos:R:3:nbo_charge:R:1
C -0.6677 0.6871 0.0580 0.3431
C -2.6055 0.0106 0.0916 0.3250
C 0.7084 1.1085 0.2571 -0.0821
C 1.4613 -0.0142 0.3804 0.0848
C 0.6003 -1.3341 0.2170 -0.0829
C -4.1001 0.2168 0.0361 -0.6499
C 1.2932 2.4651 0.0940 -0.6383
C 2.9978 0.0467 0.3592 -0.6640
C 0.7748 -2.3590 -0.8077 -0.6222
N -1.8850 1.1375 0.0116 -0.5078
N -1.9397 -1.1250 0.1694 -0.3060
N -0.6814 -0.6759 0.1251 -0.1709
H 0.6278 -1.7736 1.1942 0.2187
H -4.2568 1.1636 0.5611 0.2398
H -4.3211 0.3125 -1.0528 0.2232
H -4.4946 -0.7272 0.3828 0.2262
H 1.3313 2.9094 1.1483 0.2321
H 0.5992 3.0667 -0.4605 0.2376
H 2.3808 2.3376 -0.4110 0.2209
H 3.2375 0.3914 -0.6704 0.2241
H 3.4102 -0.9401 0.5530 0.2258
H 3.2451 0.8471 1.1194 0.2340
H 1.5153 -3.2100 -0.6524 0.2311
H 0.9971 -1.8019 -1.8089 0.2117
H -0.2283 -2.7402 -0.8946 0.2459
```

Output
**Structure (SMILES)**: CC1=C(C)[C@H](C)n2nc(C)nc21
**LUMO level**: 0.763 eV
**Orbital gap**: 9.09 eV
**Multiplicity**: 1

---

Arrangement two

C9H13N3 | ωB97M-V/def2-TZVPD

Geometry as XYZ:
```
25
Properties=species:S:1:pos:R:3:nbo_charge:R:1
C 0.9382 -1.9459 0.1456 -0.2441
C 1.4596 0.4182 -0.1407 -0.0713
C 1.8066 -0.9451 0.1039 0.0975
C 0.1728 0.8129 -0.1976 0.1616
C -0.4555 -1.6550 -0.2584 -0.4157
C -0.9316 -0.2390 0.0471 -0.1373
C -0.0091 2.7128 -0.6354 -0.5848
C -2.1923 0.1358 -0.8524 -0.6020
C -1.4767 -0.3071 1.5210 -0.5887
N 2.5826 1.1992 -0.1957 -0.2187
N 3.5407 0.4500 0.1137 0.0324
N 3.1838 -0.8443 0.3426 -0.4279
H 1.2687 -2.9438 0.3755 0.2124
H -0.4541 -1.9043 -1.3932 0.2141
H -1.2272 -2.4094 0.0940 0.2256
H -0.8691 3.1590 -0.2998 0.1958
H 0.2181 2.7037 -1.7460 0.2239
H 0.9210 3.0415 -0.0185 0.2387
H -2.9223 0.6591 -0.1868 0.2075
H -2.6593 -0.6889 -1.4035 0.2169
H -1.9653 1.0159 -1.4877 0.2198
H -2.3304 0.4632 1.7678 0.2037
H -0.6278 -0.1427 2.1643 0.2149
H -1.9245 -1.2198 1.7045 0.2047
H 3.9531 -1.5259 0.4358 0.4211
```

Output
**LUMO level (spin up / spin down)**: 0.267 / 0.267 eV
**Orbital gap (spin up / spin down)**: 7.81 / 7.81 eV
**Multiplicity**: 1

---

Which structure is the most stable? The one labeled arrangement one.

---

Arrangement one

C2F2IN | ωB97M-V/def2-TZVPD

Geometry as XYZ:
```
6
Properties=species:S:1:pos:R:3:nbo_charge:R:1
C -1.9448 -1.3462 0.2028 0.0718
C 1.1454 0.6416 -0.0663 0.7696
N -0.9259 -0.7665 0.0432 -0.7765
F 0.4833 1.1236 0.9860 -0.2504
F 0.7680 1.3619 -1.1303 -0.2638
I 2.9236 -0.3713 0.0087 0.4493
```

Output
**LUMO level**: -2.950 eV
**Orbital gap**: 6.03 eV
**Multiplicity**: 1

---

Arrangement two

C2F2IN | ωB97M-V/def2-TZVPD

Geometry as XYZ:
```
6
Properties=species:S:1:pos:R:3:nbo_charge:R:1
C -1.1757 -0.8244 -0.0576 0.1494
C -0.1131 0.0746 0.2986 -0.0097
N -2.1031 -1.4807 -0.2548 -0.2480
F 2.7526 0.4191 -0.3398 -0.6239
F -0.3964 0.7518 1.4061 -0.3056
I 1.0356 1.0596 -1.0525 1.0377
```

Output
**LUMO level (spin up / spin down)**: -2.013 / -1.893 eV
**Orbital gap (spin up / spin down)**: 7.27 / 7.82 eV
**Multiplicity**: 1

---

Which structure is the most stable? The one labeled arrangement two.

---

Arrangement one

C2H7N2O2 | ωB97M-V/def2-TZVPD

Geometry as XYZ:
```
13
Properties=species:S:1:pos:R:3:nbo_charge:R:1
C -1.5628 0.1903 -1.1560 -0.3024
C -0.2078 0.6734 0.8137 0.0337
N 1.3766 -1.3478 0.6355 -0.7790
N 0.9032 -0.0354 -0.0816 -0.0378
O 1.9968 0.6582 -0.2590 -0.8089
O -1.5522 0.5987 0.2726 -0.5851
H -1.8610 1.0215 -1.8120 0.1421
H -2.4889 -0.4980 -1.3183 0.1470
H -0.5240 -0.1477 -1.2510 0.2548
H 0.1843 1.6404 1.0849 0.1545
H -0.2932 0.1689 1.7526 0.1450
H 2.0637 -1.7682 -0.1088 0.3332
H 1.9650 -1.1545 1.4274 0.3030
```

Output
**Structure (SMILES)**: COCN(N)[O-]
**LUMO level**: 4.263 eV
**Orbital gap**: 5.91 eV
**Multiplicity**: 1
**Total charge**: -1

---

Arrangement two

C2H7N2O2 | ωB97M-V/def2-TZVPD

Geometry as XYZ:
```
13
Properties=species:S:1:pos:R:3:nbo_charge:R:1
N 2.1633 0.1636 -0.6980 -0.8383
C 0.7333 0.3284 -0.4398 -0.0616
N 0.4127 0.7787 0.9077 -0.8786
H 2.5213 -0.4156 0.0561 0.3385
H 2.6186 1.0646 -0.6158 0.3407
H 0.1919 -0.5612 -0.7579 0.1879
H 0.3729 1.1264 -1.1010 0.1551
H 0.5470 0.0147 1.5624 0.3519
H -0.5842 0.9838 0.9454 0.3911
O -1.5903 -1.7687 0.6064 -0.7970
C -2.2572 -0.8706 0.0478 0.6146
O -2.8808 0.0791 0.5625 -0.7946
H -2.2485 -0.9232 -1.0757 -0.0098
```

Output
**LUMO level**: 4.243 eV
**Orbital gap**: 8.44 eV
**Multiplicity**: 1
**Total charge**: -1

---

Which structure is the most stable? The one labeled arrangement two.